Here is a 2-piece molecular cluster, C4H8BrF overall in a non-equilibrium geometry from the OMol25 dataset. Energies are from the ωB97M-V functional and the def2-TZVPD basis.

Cartesian coordinates (Å):
Br  2.842  -0.489  0.372
F  1.651  1.879  -0.097
C  1.861  0.672  -0.665
C  -0.697  -0.470  -0.363
C  -0.493  -1.386  0.789
C  -1.342  0.908  -0.214
H  -1.641  0.936  0.817
H  -1.088  -0.923  1.662
H  0.516  -1.334  1.269
H  -2.135  1.119  -0.905
H  -0.532  1.732  -0.469
H  2.356  0.784  -1.567
H  -0.652  -0.968  -1.379
H  -0.647  -2.460  0.750

Values from the calculation:
LUMO (spin up / spin down): -0.00557 / 0.02366 Eh
E: -77033.457 eV
charge: 0
relative energy (zero: lowest compared OMol25 entry of this formula, charge and spin): 98.0 kcal/mol

These are the natural (NBO) partial charges, in e, on atoms 1 to 4: 0.0451, -0.3503, 0.0685, -0.0583

=====

Here is a 2-piece molecular cluster, C5H12N2 overall in a non-equilibrium geometry from the OMol25 dataset. Energies are from the ωB97M-V functional and the def2-TZVPD basis.

Cartesian coordinates (Å):
N  1.780  1.141  -1.140
N  0.530  -0.443  1.890
C  1.197  0.195  -0.311
C  -2.554  -0.473  -0.245
C  -1.723  0.401  0.463
C  0.746  -1.068  -0.965
C  1.189  0.370  1.082
H  0.602  -0.123  2.853
H  -2.187  1.341  0.762
H  2.293  1.891  -0.701
H  -3.578  -0.227  -0.494
H  2.198  0.806  -1.994
H  1.668  1.286  1.449
H  -0.716  0.633  -0.044
H  0.470  -1.797  -0.206
H  1.544  -1.486  -1.588
H  -2.207  -1.458  -0.530
H  -1.125  -0.086  1.334
H  -0.125  -0.902  -1.614

Values from the calculation:
LUMO (spin up / spin down): 0.03468 / 0.00274 Eh
E: -8356.116 eV
charge: 0
relative energy (zero: lowest compared OMol25 entry of this formula, charge and spin): 92.7 kcal/mol

These are the natural (NBO) partial charges, in e, on atoms 1 to 4: -0.7859, -0.6825, 0.1772, -0.3209